# 1
Computed, not measured: a molecular structure, C46H46Cl3N6O3PdTe, with ωB97M-V/def2-TZVPD.

```
106
Properties=species:S:1:pos:R:3:forces:R:3
Pd -0.7267 -0.4955 1.5822 -0.094 0.276 0.196
Cl 2.1139 -1.1472 6.8012 -0.015 0.037 0.002
C 1.6139 -1.9726 5.3675 -0.005 -0.019 -0.006
C 2.3396 -3.0480 4.8924 0.031 -0.009 -0.008
C 1.8671 -3.6923 3.7603 -0.009 0.017 0.018
C 0.7258 -3.2088 3.1435 -0.027 -0.048 -0.049
N 0.0542 -2.1375 3.5719 0.115 0.005 -0.044
C 0.4772 -1.5522 4.6879 0.049 -0.019 0.010
H 3.2328 -3.3790 5.4053 -0.015 -0.003 0.020
H 2.3709 -4.5677 3.3717 -0.008 0.000 -0.011
H 0.3050 -3.7049 2.2800 0.012 0.005 0.020
H -0.1003 -0.7215 5.0664 0.004 0.073 -0.009
Cl 5.2025 -4.4705 -0.1579 0.028 -0.027 0.016
C 5.1145 -2.9688 0.6915 -0.058 -0.017 -0.020
C 6.2289 -2.5594 1.3975 0.023 0.029 0.024
C 6.1564 -1.4510 2.2285 -0.010 -0.041 -0.014
C 4.9609 -0.7656 2.3852 0.051 -0.015 -0.004
C 3.8519 -1.1622 1.6685 -0.096 -0.078 0.033
Cl 2.3490 -0.3536 1.9249 0.231 0.136 -0.048
C 3.9091 -2.2427 0.7618 0.080 -0.123 0.025
N 2.7548 -2.6115 0.0865 -0.014 0.378 -0.024
C 2.6221 -3.0186 -1.2025 0.040 -0.112 0.059
C 3.6448 -2.7693 -2.1473 0.010 -0.004 -0.062
C 3.4780 -3.1355 -3.4548 0.015 0.013 0.012
C 2.2974 -3.7748 -3.8462 -0.015 -0.021 0.018
C 1.2817 -4.0155 -2.9253 0.023 0.011 -0.017
C 1.3968 -3.6481 -1.5982 -0.059 0.023 -0.026
C 0.2858 -3.9763 -0.6370 0.067 0.001 -0.065
C -0.3093 -2.7722 0.1085 -0.016 0.049 0.034
O -1.2578 -2.9180 0.8658 -0.089 -0.569 -0.335
O 0.3016 -1.6602 -0.0794 -0.031 0.016 0.423
H 7.1412 -3.1323 1.3139 -0.005 -0.011 0.017
H 7.0298 -1.1446 2.7873 0.002 0.016 -0.012
H 4.8810 0.0692 3.0667 -0.009 0.009 -0.011
H 1.8608 -2.2117 0.4437 -0.114 -0.112 0.000
H 4.5296 -2.2304 -1.8370 -0.011 -0.010 0.032
H 4.2498 -2.9169 -4.1794 -0.015 -0.010 -0.016
H 2.1697 -4.0843 -4.8751 -0.008 0.018 -0.004
H 0.3792 -4.5187 -3.2482 0.004 -0.002 -0.012
H 0.6275 -4.6869 0.1216 0.032 0.016 0.010
H -0.5236 -4.4752 -1.1696 0.011 -0.036 0.014
C 0.7678 1.7315 -5.6108 -0.014 0.021 0.057
C -0.0058 1.9793 -4.3446 -0.098 0.074 -0.079
C -1.3069 2.4678 -4.3798 0.104 0.020 -0.002
C -2.0364 2.6750 -3.2157 -0.128 0.073 -0.093
C -3.4448 3.2161 -3.3156 0.065 0.006 0.000
C -1.4436 2.3785 -1.9827 -0.042 -0.129 0.162
C -2.2675 2.4600 -0.7620 0.045 0.268 0.052
O -1.9229 2.0547 0.3252 -0.048 0.031 -0.024
C -0.1088 1.9379 -1.9197 -0.106 -0.255 -0.024
C 0.6052 1.7021 -0.6252 0.278 -0.083 0.210
C 0.5767 1.7324 -3.1074 0.045 0.024 0.021
H 0.1467 1.8793 -6.4923 -0.009 0.000 -0.015
H 1.1580 0.7119 -5.6311 -0.003 0.003 -0.011
H 1.6209 2.4087 -5.6812 -0.003 -0.005 -0.005
H -1.7643 2.6913 -5.3364 -0.020 -0.004 -0.025
H -3.7045 3.3909 -4.3571 -0.006 0.002 -0.045
H -3.5411 4.1653 -2.7860 -0.009 -0.007 -0.016
H -4.1834 2.5308 -2.8972 0.002 -0.018 0.007
H -3.2627 2.9212 -0.8695 0.031 -0.069 -0.038
H 0.4968 2.5632 0.0332 0.083 0.013 0.027
H 1.6649 1.5210 -0.8226 -0.023 0.073 0.031
H 0.2287 0.8408 -0.0562 -0.053 0.159 -0.338
H 1.6031 1.3803 -3.0660 -0.008 0.010 0.005
Te -1.9349 1.2268 3.1872 -0.208 0.399 0.079
C -1.3035 1.5881 5.1866 -0.073 -0.140 -0.124
C -2.3073 1.8360 6.1164 0.058 -0.086 0.042
C -1.9760 2.2726 7.3921 -0.002 -0.011 0.023
C -0.6470 2.4683 7.7373 -0.022 -0.005 0.005
C 0.3538 2.2182 6.8092 0.025 -0.024 -0.016
C 0.0282 1.7774 5.5351 0.032 -0.001 0.011
C -1.3950 3.2240 2.7324 0.066 -0.159 -0.120
C -2.4029 4.1622 2.5607 0.016 -0.041 0.085
C -2.0756 5.4697 2.2319 0.005 0.021 -0.015
C -0.7467 5.8361 2.0673 -0.013 0.006 -0.001
C 0.2577 4.8959 2.2470 0.018 -0.026 0.009
C -0.0656 3.5869 2.5789 0.004 0.041 0.014
H -3.3459 1.6918 5.8474 -0.005 0.027 0.000
H -2.7608 2.4650 8.1117 0.008 0.001 0.011
H -0.3899 2.8151 8.7294 -0.004 0.000 0.002
H 1.3927 2.3653 7.0750 -0.001 0.002 0.010
H 0.8179 1.5866 4.8176 -0.008 0.003 -0.015
H -3.4399 3.8733 2.6765 -0.008 0.010 -0.016
H -2.8622 6.2014 2.1006 0.006 0.007 -0.002
H -0.4938 6.8541 1.8013 -0.003 0.003 0.012
H 1.2960 5.1776 2.1252 -0.003 0.012 -0.003
H 0.7219 2.8545 2.7112 -0.004 -0.008 -0.038
C -3.9340 0.1146 -5.1670 -0.127 0.018 -0.103
C -3.2466 -1.2358 -5.0725 0.095 0.030 -0.012
C -1.7319 -1.1017 -5.1596 0.037 -0.078 -0.065
C -3.6603 -1.9847 -3.8140 -0.078 -0.043 0.283
N -3.3322 -1.2958 -2.5599 -0.060 -0.047 0.000
C -2.1931 -1.2747 -1.8583 -0.063 0.185 -0.007
N -2.3713 -0.5543 -0.7773 -0.081 -0.071 -0.039
N -3.6536 -0.1325 -0.8244 -0.036 -0.233 -0.306
N -4.2408 -0.5739 -1.8810 0.180 0.042 -0.001
H -3.6332 0.6341 -6.0771 0.000 0.021 -0.012
H -3.6653 0.7389 -4.3194 0.032 0.076 0.069
H -5.0199 0.0100 -5.1777 -0.002 0.002 0.006
H -3.5882 -1.8612 -5.9031 0.005 -0.038 0.019
H -1.3531 -0.4325 -4.3874 0.048 0.054 0.064
H -1.4408 -0.6851 -6.1234 0.026 0.034 -0.022
H -1.2385 -2.0730 -5.0535 0.000 0.015 -0.011
H -3.1655 -2.9563 -3.7823 -0.058 -0.031 0.055
H -4.7372 -2.1413 -3.7930 -0.002 -0.015 0.038
H -1.2788 -1.7490 -2.1706 0.008 -0.002 0.044
```
Positions in Å, forces in eV/Å.

Results
- Spin multiplicity: 3
- ΔE to the lowest compared entry with this formula, charge and spin: 43.3 kcal/mol
- HOMO-LUMO gap (spin up / spin down): 0.2813 / 0.1649 hartree
- Charge: +1
- Maximum force: 0.67 eV Å⁻¹

# 2
Computed, not measured: a molecular structure, C46H46Cl8CuF6N7O16S2 at a distorted geometry, with ωB97M-V/def2-TZVPD.

```
132
Properties=species:S:1:pos:R:3:forces:R:3
Cu -2.0593 -3.2159 -0.5875 0.309 0.043 0.379
C 2.1956 -0.5964 0.9908 0.518 -0.169 -1.065
F 2.2868 -1.8804 0.7376 0.053 -0.901 0.263
F 2.9887 -0.2707 1.9936 -1.300 0.083 -0.117
F 2.5912 0.0370 -0.1017 -0.117 0.439 0.078
S 0.2818 -0.3634 1.2424 -0.247 0.914 4.812
O -0.2317 -1.5585 1.8548 0.257 -0.166 -1.005
O 0.0740 0.8645 2.0227 0.350 -1.905 -2.570
N -0.3639 -0.4748 -0.3785 0.754 1.742 0.810
S -0.3823 1.1164 -0.8788 -1.406 2.491 -2.288
O -1.6650 1.7553 -0.7341 0.284 -1.232 0.774
O 0.7679 1.8871 -0.5101 -0.257 -1.103 -0.148
C -0.2711 0.8111 -2.7210 -0.660 0.583 -0.739
F -1.0286 -0.2975 -3.0731 0.897 2.019 0.265
F -0.5314 1.9350 -3.4420 -1.249 -1.528 1.160
F 0.9773 0.6147 -2.9472 1.925 -1.527 -0.408
Cl 5.7071 5.4264 0.2005 0.075 -0.302 -0.642
C 7.1734 4.4193 0.3006 0.250 -0.323 1.908
C 6.9420 3.1340 1.1576 0.935 0.574 -0.692
Cl 6.4391 3.4567 2.8536 -0.013 -0.061 -0.700
H 7.8738 5.0589 0.8376 -0.026 -0.127 0.230
H 7.7257 4.1922 -0.6113 -0.895 -0.099 -0.463
H 7.9262 2.6690 1.2148 0.014 -0.052 0.180
H 6.2985 2.3909 0.6865 -0.358 0.379 0.167
Cl 0.0538 2.9802 -8.5553 0.379 -0.844 -0.023
C -0.2972 4.7034 -8.6605 0.352 0.045 2.839
C 0.3489 5.2916 -9.8415 -1.062 0.617 -2.771
Cl 0.3716 7.0929 -9.7945 0.164 -0.476 0.249
H 0.1195 5.1934 -7.7805 0.561 -0.249 0.153
H -1.3435 4.7302 -8.3559 -0.347 0.635 -1.516
H -0.2276 5.0644 -10.7382 -0.350 0.078 0.002
H 1.3103 4.8929 -10.1653 0.314 0.184 1.093
Cl -6.8203 -0.8020 -9.8735 -0.416 0.180 -1.007
C -6.0202 -1.2569 -8.4095 -0.436 0.587 1.475
C -4.7850 -0.4317 -8.1131 1.110 -0.151 0.295
Cl -5.0952 1.3005 -7.6420 -0.234 -0.803 -0.138
H -5.9703 -2.3428 -8.3299 0.932 0.052 -0.443
H -6.7002 -1.0402 -7.5857 -0.227 0.252 -0.021
H -4.0106 -0.3439 -8.8751 -0.528 -0.236 -0.415
H -4.2596 -0.8939 -7.2774 -0.202 0.124 0.258
Cl -1.7882 1.0215 9.5564 -1.218 0.823 0.221
C -0.2832 0.3360 9.0872 1.134 -1.190 -1.177
C -0.3549 -0.1859 7.6429 -0.623 0.311 0.007
Cl 1.1775 -0.8799 7.0967 0.539 -0.262 0.132
H -0.1445 -0.5196 9.7482 0.552 0.242 0.008
H 0.5271 1.0646 9.1120 -0.106 -0.056 0.497
H -0.5462 0.6141 6.9278 -0.275 0.026 0.270
H -1.1131 -0.9625 7.5423 0.016 0.144 0.013
C 5.4089 -3.3023 -5.5959 -0.671 1.166 -1.572
C 4.1863 -2.7086 -5.4834 -2.351 -0.326 1.229
C 3.1999 -3.2900 -4.6148 1.510 0.937 -0.959
C 3.5358 -4.4221 -3.8994 -0.866 -0.232 -1.144
C 4.7466 -5.1226 -4.1208 -0.544 2.106 1.182
C 5.6408 -4.4785 -4.9808 1.175 -1.863 1.480
N 2.4728 -4.8776 -2.9281 1.472 0.526 1.804
O 2.8262 -5.7339 -2.1384 -0.303 -0.294 -0.675
O 1.4449 -4.2251 -2.7709 0.198 -0.293 -0.894
H 6.1507 -2.8755 -6.2548 0.158 0.064 0.101
H 3.8988 -1.8170 -6.0208 0.214 0.112 -0.021
H 2.2654 -2.7719 -4.4571 -0.071 -0.234 -0.041
H 5.0733 -5.7644 -3.3160 -0.009 -0.841 -0.590
H 6.6682 -4.7981 -5.0742 -0.039 -0.731 0.164
C 3.6277 5.3159 -4.5702 0.348 -0.968 -0.384
C 4.3224 4.2525 -5.1700 0.003 0.540 -0.073
C 5.2488 4.5147 -6.1419 0.676 1.846 -1.673
C 5.4982 5.8573 -6.5392 -0.975 -1.406 1.366
C 4.7909 6.8993 -5.9097 1.383 0.485 -1.978
C 3.8350 6.6442 -4.9819 -1.002 -1.977 1.523
N 6.3111 6.0534 -7.7501 -1.319 2.183 -1.309
O 7.0399 5.1946 -8.1513 0.735 -1.130 0.466
O 6.0755 7.0777 -8.4096 0.204 -0.612 1.195
H 2.9112 5.0279 -3.8151 -0.255 0.433 0.069
H 4.1694 3.1897 -5.0539 -0.553 0.076 0.815
H 5.6635 3.7298 -6.7570 0.286 -0.096 0.221
H 4.9682 7.9082 -6.2521 0.008 0.074 -0.084
H 3.1524 7.3535 -4.5376 0.445 0.552 -0.149
C 2.6859 -8.1817 4.8501 -1.062 1.240 0.803
C 1.8934 -9.2459 4.3955 0.723 1.474 -0.036
C 0.9358 -8.9962 3.4065 -1.851 -1.749 0.882
C 0.5229 -7.7449 3.0559 3.032 1.697 0.776
C 1.3357 -6.7158 3.5931 -1.795 2.090 -0.572
C 2.3368 -6.8372 4.5152 0.171 -2.705 -0.684
N -0.5488 -7.4856 2.1115 -1.153 -0.485 -1.393
O -0.7405 -6.3364 1.6541 0.453 -1.851 1.074
O -1.2054 -8.4858 1.7733 0.809 1.914 0.448
H 3.3893 -8.2594 5.6659 0.218 -0.628 -0.077
H 1.9430 -10.1895 4.9185 0.240 -0.275 -0.538
H 0.2458 -9.7799 3.1305 0.305 -0.453 -0.245
H 1.0797 -5.6830 3.4081 -0.370 0.077 -0.502
H 2.7859 -5.9530 4.9429 0.213 -0.189 -0.016
C 2.1742 3.9435 6.4160 1.014 -1.414 -1.074
C 2.9139 3.5044 7.5040 -0.359 0.805 1.442
C 2.8852 4.2708 8.6818 -1.794 0.786 -0.430
C 2.0583 5.4145 8.6752 0.826 -0.776 -1.701
C 1.4334 5.8933 7.4797 1.574 0.796 2.944
C 1.5368 5.1571 6.3486 -1.057 0.173 0.141
N 1.9398 6.1581 9.9181 0.369 -0.644 0.763
O 2.4944 5.6729 10.9146 -0.777 1.000 -0.962
O 1.2752 7.1684 9.8798 0.119 0.181 0.513
H 2.1837 3.3117 5.5402 -0.066 -0.080 -0.183
H 3.4374 2.5629 7.5809 0.005 -0.084 -0.611
H 3.2956 3.9889 9.6401 0.334 -0.176 -0.227
H 1.0941 6.9185 7.4967 -0.637 -0.175 -0.003
H 0.9445 5.5457 5.5334 0.428 -0.434 -0.613
C -9.0027 1.6081 -2.5873 2.114 0.730 -2.427
C -7.8162 2.3650 -2.9221 -2.201 -2.011 2.690
C -7.1225 2.8622 -1.8112 0.399 0.611 -2.752
C -7.5439 2.7011 -0.5068 -0.204 -0.462 -0.202
C -8.7493 2.0504 -0.2826 0.319 -0.020 1.682
C -9.4585 1.5044 -1.3096 -0.615 -0.146 -0.900
N -6.7327 3.2051 0.6235 0.053 2.349 0.068
O -5.7935 3.9643 0.3445 -0.789 -1.445 0.065
O -7.1372 3.0358 1.7606 0.208 -0.639 -0.643
H -9.4884 1.0372 -3.3649 -0.299 0.214 -0.182
H -7.3891 2.4121 -3.9129 -0.235 0.175 -0.012
H -6.3185 3.4100 -2.2802 0.891 0.376 1.631
H -9.1438 1.8794 0.7081 0.326 0.331 0.269
H -10.4027 0.9881 -1.2183 0.043 -0.072 0.687
C -6.0741 -7.3783 6.0705 0.650 1.332 -0.216
C -5.7777 -7.3681 4.7125 -1.276 -1.001 0.175
C -5.2502 -6.3212 4.0096 0.277 2.138 0.797
C -5.0989 -5.1415 4.7550 0.714 1.095 1.929
C -5.3734 -5.0434 6.1987 0.651 -1.852 -2.495
C -5.7465 -6.2326 6.8598 -0.571 0.385 -1.387
N -4.4571 -3.8668 4.1397 -0.550 0.228 0.140
O -4.0859 -2.9451 4.8400 -0.337 -0.938 0.809
O -4.3741 -3.7784 2.9313 -0.165 -1.064 -0.772
H -6.6281 -8.2545 6.3736 0.273 0.075 0.808
H -6.1634 -8.1825 4.1172 0.320 -0.414 0.056
H -5.0750 -6.4200 2.9485 0.168 0.355 0.045
H -5.2446 -4.1031 6.7141 0.161 -0.061 -0.062
H -5.8755 -6.1722 7.9304 -0.222 -0.282 0.029
```
Positions in Å, forces in eV/Å.

Results
- Spin multiplicity: 2
- ΔE to the lowest compared entry with this formula, charge and spin: 169.2 kcal/mol
- HOMO-LUMO gap (spin up / spin down): 0.1726 / 0.1025 hartree
- Charge: +1
- Maximum force: 4.90 eV Å⁻¹